[1]
{"formula": "C36H60CoIN5O2SSi4", "method": "wB97M-V/def2-TZVPD", "relative_energy_kj_mol": 128.0, "total_charge": 0, "homo_ev": [-6.984, -6.213], "e_lumo_ev": [-0.527, -0.523], "spin_multiplicity": 2, "gap_ha": [0.237, 0.209], "species": ["Co", "C", "C", "C", "C", "N", "C", "S", "N", "C", "C", "C", "C", "H", "H", "H", "H", "H", "H", "H", "H", "H", "H", "H", "H", "H", "H", "H", "H", "H", "H", "H", "H", "C", "C", "N", "C", "C", "C", "C", "C", "C", "C", "C", "N", "C", "N", "H", "H", "H", "H", "H", "H", "H", "H", "H", "I", "C", "C", "C", "C", "C", "C", "C", "O", "O", "H", "H", "H", "H", "C", "Si", "C", "C", "Si", "Si", "C", "C", "C", "Si", "C", "C", "C", "H", "H", "H", "H", "H", "H", "H", "H", "H", "H", "H", "H", "H", "H", "H", "H", "H", "H", "H", "H", "H", "H", "H", "H", "H", "H", "H"], "positions_angstrom": [[-0.1655, -0.1842, -0.1619], [-1.0166, -7.3871, -2.3183], [-2.0566, -6.6007, -1.5238], [-2.1605, -5.1353, -1.9532], [-0.8479, -4.3552, -1.8421], [-0.3744, -4.2404, -0.4871], [-0.7337, -3.2434, 0.3414], [-1.6537, -1.9270, -0.2083], [-0.4278, -3.3346, 1.6523], [0.2622, -4.4281, 2.3000], [-0.6167, -5.6643, 2.5435], [-1.7840, -5.4250, 3.5038], [-2.9916, -4.7536, 2.8567], [-1.0950, -8.4479, -2.0907], [-0.0043, -7.0701, -2.0756], [-1.1766, -7.2486, -3.3859], [-1.8284, -6.6676, -0.4544], [-3.0357, -7.0608, -1.6755], [-2.9140, -4.6308, -1.3438], [-2.4841, -5.0872, -2.9942], [-0.9988, -3.3436, -2.2176], [-0.0727, -4.8439, -2.4320], [-0.0066, -5.0822, -0.0757], [-0.6126, -2.5069, 2.2004], [0.6285, -4.0634, 3.2619], [1.1371, -4.7173, 1.7043], [0.0318, -6.4384, 2.9593], [-1.0150, -6.0449, 1.6010], [-1.4409, -4.8269, 4.3497], [-2.1025, -6.3925, 3.8989], [-2.7594, -3.7517, 2.5046], [-3.8023, -4.6822, 3.5788], [-3.3509, -5.3396, 2.0116], [0.4332, -0.6874, 4.0542], [0.5349, -0.5507, 2.6788], [-0.4117, 0.0631, 1.9501], [-1.4295, 0.6176, 2.5830], [-1.6062, 0.5732, 3.9713], [-0.6573, -0.1488, 4.7096], [-2.7471, 1.2227, 4.5914], [-3.0382, 2.5378, 4.4595], [-2.1401, 3.5325, 3.9433], [-2.5159, 4.8870, 3.8531], [-1.5505, 5.7814, 3.4512], [-0.2960, 5.4146, 3.1759], [-0.0371, 4.1207, 3.2962], [-0.8760, 3.1732, 3.6375], [1.2118, -1.1948, 4.6055], [1.3913, -0.9248, 2.1335], [-2.1766, 1.1126, 1.9767], [-0.7612, -0.2344, 5.7805], [-3.3835, 0.5981, 5.2046], [-3.9620, 2.9140, 4.8772], [-3.5163, 5.2132, 4.1018], [-1.7652, 6.8378, 3.3393], [0.9787, 3.8076, 3.0937], [-2.8112, 6.5429, -0.1665], [-1.3250, 5.0524, 0.0566], [-1.6985, 3.7232, -0.0494], [-0.7318, 2.7411, 0.0553], [0.5925, 3.0847, 0.2891], [0.9437, 4.4249, 0.3880], [-0.0090, 5.4173, 0.2738], [1.6743, 2.0483, 0.5020], [2.6893, 2.3574, 1.1037], [1.4755, 0.8857, -0.0053], [-2.7342, 3.4597, -0.2171], [-1.0247, 1.6886, -0.0517], [1.9770, 4.6779, 0.5657], [0.2696, 6.4548, 0.3746], [3.0043, -1.1353, -4.4013], [2.5094, -0.9952, -2.5547], [3.9487, -0.2574, -1.5447], [2.2944, -2.8214, -1.9950], [0.5132, 0.4000, -2.3616], [1.3392, 2.5114, -3.2556], [2.9101, 3.2217, -2.4228], [-0.0301, 3.8572, -3.3012], [1.8700, 2.3466, -5.0948], [-1.6806, 0.1533, -3.5824], [-2.9881, 1.3505, -2.8673], [-2.4984, -1.5783, -3.6694], [-1.3291, 0.5849, -5.4107], [3.6842, -1.9663, -4.5596], [3.5054, -0.2400, -4.7476], [2.1398, -1.2947, -5.0387], [4.7201, -0.9894, -1.3313], [3.5800, 0.1205, -0.5986], [4.4140, 0.5771, -2.0577], [3.2627, -3.3071, -1.9001], [1.7164, -3.3890, -2.7147], [1.7922, -2.8897, -1.0357], [3.0126, 2.9035, -1.3931], [2.9078, 4.3092, -2.4265], [3.8040, 2.8964, -2.9476], [-0.7161, 3.7816, -2.4675], [-0.6132, 3.7857, -4.2135], [0.3967, 4.8571, -3.2693], [2.7971, 1.7916, -5.1905], [2.0351, 3.3276, -5.5312], [1.1286, 1.8448, -5.7047], [-3.2319, 1.0885, -1.8396], [-3.9132, 1.3216, -3.4408], [-2.6288, 2.3745, -2.8817], [-2.8004, -1.9278, -2.6900], [-1.8269, -2.3151, -4.1002], [-3.3871, -1.5535, -4.2954], [-1.1734, 1.6493, -5.5442], [-2.1571, 0.2945, -6.0500], [-0.4478, 0.0651, -5.7733]]}

***

[2]
{"formula": "C36H60F6N3O13P", "method": "wB97M-V/def2-TZVPD", "total_charge": 0, "homo_ev": -8.650, "smiles": "CCCOCc1cc2nc(C(=O)C(F)(F)C(F)(F)C(F)(F)C(=O)O)c([PH2]=N)nc2cc1C.COCCOCCOC.COCCOCCOC.COCCOCCOC", "e_lumo_ev": -2.134, "gap_ha": 0.239, "species": ["C", "C", "C", "O", "C", "C", "C", "C", "N", "C", "C", "O", "C", "F", "F", "C", "F", "F", "C", "F", "F", "C", "O", "O", "C", "P", "N", "N", "C", "C", "C", "C", "H", "H", "H", "H", "H", "H", "H", "H", "H", "H", "H", "H", "H", "H", "H", "H", "H", "H", "C", "O", "C", "C", "O", "C", "C", "O", "C", "H", "H", "H", "H", "H", "H", "H", "H", "H", "H", "H", "H", "H", "H", "C", "O", "C", "C", "O", "C", "C", "O", "C", "H", "H", "H", "H", "H", "H", "H", "H", "H", "H", "H", "H", "H", "H", "C", "O", "C", "C", "O", "C", "C", "O", "C", "H", "H", "H", "H", "H", "H", "H", "H", "H", "H", "H", "H", "H", "H"], "positions_angstrom": [[-1.4474, 1.6237, 2.2815], [-2.7969, 1.5984, 3.2317], [-4.1995, 1.3814, 2.3772], [-4.4203, -0.0155, 1.9660], [-5.2409, -0.0789, 0.7146], [-4.2042, -0.0252, -0.5550], [-2.6792, -0.5879, -0.3311], [-1.5175, -0.5462, -1.5201], [-0.1573, -1.0714, -1.1577], [0.8385, -0.9866, -2.2792], [2.3829, -1.5157, -1.9475], [3.2784, -0.5656, -1.6085], [2.8726, -3.0764, -2.0565], [4.1808, -3.0484, -2.8113], [1.9192, -3.7965, -2.9316], [3.1951, -3.8076, -0.6254], [4.1290, -2.8953, 0.1352], [3.9494, -5.0978, -0.7700], [1.8976, -4.0352, 0.3501], [1.3345, -2.7368, 0.8715], [2.4246, -4.7363, 1.5805], [0.7433, -5.0403, -0.2643], [1.0182, -6.1142, -1.0538], [-0.6855, -4.7635, -0.0061], [0.4341, -0.3788, -3.7327], [1.8636, -0.2954, -5.0526], [2.5843, 1.1764, -4.9270], [-0.9072, 0.1258, -4.1848], [-1.8419, 0.0183, -3.0118], [-3.3982, 0.5766, -3.2649], [-4.5622, 0.5607, -2.0641], [-6.1062, 1.1113, -2.2782], [-0.4922, 1.9722, 2.9055], [-1.2420, 0.4858, 1.9895], [-1.5451, 2.3125, 1.3367], [-2.6959, 0.6839, 3.9633], [-2.8299, 2.5843, 3.8930], [-5.1102, 1.7730, 3.0369], [-4.1578, 2.1303, 1.4496], [-5.7393, -1.1612, 0.7389], [-6.0429, 0.7738, 0.7388], [-2.3632, -1.0435, 0.7232], [-1.1585, -4.5310, -0.8584], [1.3877, -0.3925, -6.4088], [2.8443, -1.3514, -4.7750], [2.0977, 1.7448, -4.1702], [-3.6995, 1.0139, -4.3299], [-6.4522, 0.8001, -3.3518], [-6.8116, 0.5326, -1.5092], [-6.1529, 2.2813, -2.1260], [-8.0607, 0.5403, -9.3647], [-6.7416, 0.0189, -9.3488], [-6.2343, -0.2047, -10.6659], [-4.7070, -0.3002, -10.6396], [-4.0698, 0.9822, -10.5966], [-4.1318, 1.6650, -9.3373], [-3.1973, 1.0605, -8.2862], [-3.7988, -0.0957, -7.6966], [-2.8469, -0.9222, -7.0482], [-8.7424, -0.1528, -9.8625], [-8.3861, 0.6786, -8.3297], [-8.0762, 1.5148, -9.8624], [-6.5399, 0.6086, -11.3351], [-6.6559, -1.1493, -11.0260], [-4.3810, -0.7554, -11.5819], [-4.3495, -0.9472, -9.8359], [-5.1599, 1.7385, -8.9796], [-3.7909, 2.6853, -9.5442], [-3.0258, 1.7891, -7.4855], [-2.2419, 0.7962, -8.7518], [-2.1155, -1.2968, -7.7710], [-3.3734, -1.7778, -6.6164], [-2.3410, -0.3736, -6.2451], [9.2471, -4.0156, 6.1865], [7.8728, -4.2025, 5.8893], [7.0229, -3.6044, 6.8702], [5.6154, -3.4025, 6.3039], [5.5092, -2.2355, 5.4797], [6.1077, -2.3357, 4.1805], [5.2958, -3.2053, 3.2171], [5.5645, -4.5900, 3.4552], [4.5622, -5.4311, 2.9097], [9.4969, -4.4643, 7.1504], [9.8354, -4.5026, 5.4035], [9.4923, -2.9490, 6.1866], [7.4318, -2.6386, 7.1906], [6.9803, -4.2836, 7.7284], [4.9350, -3.2270, 7.1452], [5.2510, -4.2900, 5.7826], [7.1472, -2.6595, 4.2499], [6.1161, -1.3137, 3.7861], [5.5912, -2.9835, 2.1851], [4.2281, -2.9980, 3.3451], [3.5965, -5.2247, 3.3814], [4.8335, -6.4692, 3.1208], [4.4917, -5.2955, 1.8241], [-0.4501, 6.5571, 8.4597], [0.2859, 5.6276, 7.6811], [-0.4595, 4.4378, 7.4146], [0.1388, 3.6904, 6.2205], [-0.2635, 4.2414, 4.9607], [0.3555, 5.4834, 4.5996], [1.8147, 5.3174, 4.1679], [2.6621, 5.2211, 5.3164], [3.9244, 4.6567, 5.0042], [-0.7225, 6.1213, 9.4234], [0.1801, 7.4345, 8.6308], [-1.3457, 6.8781, 7.9189], [-1.5077, 4.6835, 7.2063], [-0.4049, 3.8070, 8.3084], [-0.2562, 2.6679, 6.2299], [1.2256, 3.6099, 6.2886], [0.2432, 6.2243, 5.3926], [-0.2115, 5.8493, 3.7367], [2.1306, 6.1978, 3.5964], [1.9147, 4.4216, 3.5458], [3.8012, 3.6349, 4.6326], [4.5198, 4.6202, 5.9207], [4.4501, 5.2700, 4.2629]]}

***

[3]
{"formula": "C36H61IN4O2P", "method": "wB97M-V/def2-TZVPD", "total_charge": -1, "homo_ev": -4.210, "e_lumo_ev": 2.158, "gap_ha": 0.234, "species": ["C", "C", "C", "C", "C", "C", "C", "C", "C", "C", "P", "O", "I", "C", "C", "C", "C", "C", "C", "C", "N", "C", "C", "C", "C", "C", "C", "C", "O", "C", "N", "C", "H", "H", "H", "H", "H", "H", "H", "H", "H", "H", "H", "H", "H", "H", "H", "H", "H", "H", "H", "H", "H", "H", "H", "H", "H", "H", "H", "H", "H", "H", "H", "H", "H", "H", "H", "H", "H", "H", "H", "H", "H", "H", "H", "H", "H", "H", "H", "H", "H", "H", "H", "N", "C", "C", "C", "C", "C", "H", "H", "H", "H", "H", "N", "C", "C", "C", "C", "C", "H", "H", "H", "H", "H"], "positions_angstrom": [[7.6325, -3.9370, 2.3720], [8.2001, -2.4598, 1.8799], [7.5592, -2.1373, 0.3956], [6.9548, -0.5809, 0.2955], [5.3484, -0.7465, 0.0136], [4.6317, 0.6457, -0.5756], [3.3369, 0.1435, -1.4410], [2.1730, 1.2606, -1.6957], [1.4148, 1.7715, -0.2840], [0.3872, 0.5630, 0.0767], [-0.7166, 0.7234, 1.6044], [-1.7525, 0.8836, 3.0421], [0.1334, 2.9561, 2.2607], [-1.9767, 1.6535, 0.4875], [-3.2135, 2.3887, 1.2544], [-4.5270, 1.3863, 1.5246], [-4.9465, 1.2749, 3.1045], [-1.5710, -0.9812, 1.3539], [-0.6384, -2.2797, 1.1806], [-1.0114, -3.1745, -0.1839], [-1.4345, -4.5813, 0.2630], [-2.4572, -5.1816, -0.6797], [-3.9318, -5.4425, 0.0347], [-4.8274, -6.7370, -0.4932], [-6.3108, -7.1069, 0.1093], [-6.8986, -6.1170, 1.3005], [-6.0529, -4.8244, 1.9272], [-4.5532, -4.5145, 1.2563], [-3.8092, -3.3690, 1.8112], [0.5942, 0.0282, 2.8393], [2.0023, -0.0568, 2.3212], [2.9884, 0.7775, 3.1093], [8.3105, -4.4201, 3.2057], [7.5545, -4.7041, 1.4806], [6.5443, -3.8289, 2.8328], [7.8378, -1.6855, 2.7127], [9.3724, -2.5179, 1.8033], [6.6744, -2.9074, 0.1803], [8.3349, -2.2863, -0.4742], [7.4525, -0.0697, -0.6320], [7.1723, -0.0332, 1.3230], [4.7771, -1.1526, 0.9800], [5.1657, -1.5898, -0.8114], [4.3898, 1.2891, 0.3703], [5.3763, 1.2321, -1.2620], [3.7542, -0.1605, -2.5175], [2.9144, -0.8760, -0.9900], [1.3084, 0.7190, -2.3107], [2.5203, 2.2089, -2.3149], [0.8987, 2.7831, -0.6474], [2.3117, 1.9326, 0.4471], [0.9995, -0.4330, -0.0467], [-0.3684, 0.5292, -0.8530], [-1.6138, 1.7860, 3.4628], [-2.4278, 1.0186, -0.3802], [-1.3464, 2.5196, -0.0408], [-3.6424, 3.1853, 0.4715], [-2.9290, 3.0292, 2.1952], [-4.1620, 0.3009, 1.1921], [-5.4298, 1.6439, 0.8146], [-4.2607, 0.4468, 3.6119], [-6.0448, 0.8074, 3.1236], [-4.9247, 2.3064, 3.6566], [-2.3243, -0.9851, 0.4259], [-2.2913, -1.1918, 2.2849], [-0.8732, -3.0277, 2.0820], [0.5142, -2.1563, 1.1618], [-0.0139, -3.2691, -0.8330], [-1.7924, -2.6480, -0.8770], [-0.5794, -5.1951, 0.1935], [-2.6864, -4.4925, -1.6262], [-2.0665, -6.2068, -1.1490], [-4.3755, -7.4298, -1.3468], [-6.9536, -8.0337, -0.2675], [-7.9750, -6.3341, 1.7630], [-6.4873, -4.1345, 2.7674], [-3.0718, -3.7459, 2.3995], [0.6421, 0.8503, 3.7090], [0.2219, -0.9432, 3.4254], [2.2734, -1.0661, 2.3058], [2.7516, 0.8733, 4.2556], [4.0332, 0.2029, 3.0477], [3.1572, 1.8087, 2.5640], [2.7292, 1.8967, -5.2596], [3.9562, 2.4177, -5.4792], [4.1747, 3.6996, -5.9581], [3.0686, 4.4968, -6.2331], [1.7919, 3.9877, -6.0190], [1.6747, 2.6950, -5.5341], [4.7870, 1.7558, -5.2527], [5.1826, 4.0672, -6.1133], [3.2003, 5.5065, -6.6110], [0.9097, 4.5834, -6.2240], [0.6997, 2.2537, -5.3471], [-4.6628, 4.8885, -1.0231], [-5.2695, 5.1043, -2.2108], [-6.2280, 6.0829, -2.4199], [-6.5913, 6.8885, -1.3459], [-5.9856, 6.6894, -0.1096], [-5.0348, 5.6874, 0.0005], [-4.9546, 4.4480, -3.0169], [-6.6806, 6.2135, -3.3963], [-7.3400, 7.6653, -1.4712], [-6.2471, 7.3000, 0.7471], [-4.5310, 5.4953, 0.9437]]}

***

[4]
{"formula": "C36H62BrN2O7", "method": "wB97M-V/def2-TZVPD", "total_charge": 1, "homo_ev": -8.457, "e_lumo_ev": -4.754, "gap_ha": 0.136, "species": ["C", "C", "C", "Br", "C", "N", "C", "C", "C", "O", "C", "C", "C", "C", "C", "C", "C", "C", "C", "C", "C", "C", "C", "N", "C", "C", "C", "C", "H", "H", "H", "H", "H", "H", "H", "H", "H", "H", "H", "H", "H", "H", "H", "H", "H", "H", "H", "H", "H", "H", "H", "H", "H", "H", "H", "H", "H", "H", "H", "H", "H", "H", "H", "H", "H", "H", "O", "C", "O", "C", "C", "C", "H", "H", "H", "H", "H", "H", "H", "H", "O", "C", "O", "C", "C", "C", "H", "H", "H", "H", "H", "H", "H", "H", "O", "C", "O", "C", "C", "C", "H", "H", "H", "H", "H", "H", "H", "H"], "positions_angstrom": [[8.4646, -0.5037, 6.3767], [7.1855, -0.7012, 5.3662], [7.2629, 0.1858, 3.9809], [5.3893, 0.7794, 3.5727], [8.0162, -0.5865, 2.7286], [8.5324, -2.0309, 2.8609], [9.2776, -2.7577, 1.7234], [9.5914, -2.0604, 0.2730], [9.0638, -0.5270, 0.0320], [9.3661, 0.1081, -1.2604], [8.2581, 0.2283, 1.2882], [7.7830, 1.7714, 1.0028], [6.8232, 1.9698, -0.3119], [5.4115, 1.1352, -0.2744], [4.1938, 2.1998, -0.5424], [3.8493, 3.1941, 0.7150], [2.2203, 3.5509, 0.8439], [1.5036, 2.4728, 1.8989], [-0.0195, 2.9101, 2.3382], [-0.6396, 1.7087, 3.3172], [-2.1905, 1.3461, 2.8120], [-2.8300, 0.0418, 3.5934], [-2.1150, -1.3906, 3.1762], [-2.7055, -2.0311, 1.9298], [-3.8564, -1.6039, 1.0365], [-3.9844, -2.7112, -0.1969], [-2.8043, -3.8092, 0.1210], [-2.0120, -3.3434, 1.5118], [9.0399, -1.5294, 6.4080], [8.0149, -0.3561, 7.4704], [9.1383, 0.4247, 6.1400], [6.2333, -0.2981, 5.9575], [6.9513, -1.8552, 5.1699], [7.9489, 1.1282, 4.2379], [8.4179, -2.6076, 3.7430], [9.6858, -3.8628, 1.8806], [10.1985, -2.6418, -0.5692], [10.3761, 0.0964, -1.4024], [7.2654, 2.3097, 1.9037], [8.7801, 2.3888, 0.7803], [7.3419, 1.7548, -1.3425], [6.5270, 3.1251, -0.3355], [5.2696, 0.4380, 0.6550], [5.4316, 0.4104, -1.2227], [3.1786, 1.7124, -0.8869], [4.5280, 2.9048, -1.4437], [4.1447, 2.7212, 1.7437], [4.4290, 4.2306, 0.6266], [1.7303, 3.4810, -0.2424], [2.0742, 4.6344, 1.2719], [1.5036, 1.4003, 1.3861], [2.1362, 2.4283, 2.9027], [-0.0009, 3.9137, 2.9595], [-0.7599, 2.9995, 1.4292], [-0.6565, 2.0383, 4.4536], [0.0564, 0.7538, 3.2175], [-2.8427, 2.2813, 3.1510], [-2.2529, 1.2669, 1.6382], [-2.6200, 0.2224, 4.7485], [-3.9882, 0.0393, 3.3887], [-2.1128, -2.0958, 4.1114], [-0.9896, -1.1390, 2.9382], [-4.4848, -0.6333, 1.2461], [-4.7787, -2.6766, -1.0638], [-2.5932, -4.7538, -0.5636], [-1.1118, -3.9041, 2.0482], [-6.7007, -0.9997, 1.1594], [-7.4321, -1.5878, 0.3683], [-7.6926, -1.0542, -0.8476], [-8.3972, -1.7319, -1.9043], [-9.8972, -1.6072, -1.7237], [-8.1200, -2.8600, 0.7652], [-8.0650, -2.7708, -1.9931], [-8.1076, -1.2347, -2.8366], [-10.2324, -2.0709, -0.7907], [-10.4265, -2.0816, -2.5539], [-10.1897, -0.5537, -1.6733], [-9.0020, -2.6185, 1.3657], [-7.4254, -3.4575, 1.3648], [-8.4135, -3.4869, -0.0742], [1.3656, 0.3036, -0.8771], [1.2763, -0.3381, -1.9197], [0.4219, 0.0548, -2.8926], [0.3586, -0.5251, -4.2087], [-0.4949, -1.7779, -4.2094], [2.0430, -1.6145, -2.0989], [1.3622, -0.6945, -4.6106], [-0.1096, 0.2259, -4.8546], [-0.0780, -2.5520, -3.5575], [-0.5792, -2.1868, -5.2195], [-1.4982, -1.5570, -3.8322], [1.5180, -2.4237, -1.5827], [3.0368, -1.4870, -1.6572], [2.2059, -1.8927, -3.1379], [-9.6457, -0.4129, -4.7483], [-9.0204, 0.6266, -4.9354], [-8.4997, 0.9006, -6.1539], [-7.8961, 2.1546, -6.5223], [-6.4455, 2.2080, -6.0854], [-8.7456, 1.5674, -3.8003], [-8.4842, 2.9975, -6.1467], [-7.9417, 2.2096, -7.6155], [-6.3474, 2.1330, -4.9979], [-5.9790, 3.1416, -6.4099], [-5.8875, 1.3674, -6.5095], [-7.8994, 1.1900, -3.2186], [-9.6344, 1.6099, -3.1621], [-8.5449, 2.5908, -4.1102]]}